{
  "formula": "C8H14N2S",
  "method": "ωB97M-V/def2-TZVPD",
  "elements": ["C", "C", "C", "C", "C", "C", "C", "C", "N", "N", "S", "H", "H", "H", "H", "H", "H", "H", "H", "H", "H", "H", "H", "H", "H"],
  "coordinates": [[2.07, 0.85, -0.77], [3.33, 0.30, -0.79], [2.17, -0.55, 1.07], [1.40, 0.48, 0.45], [-2.52, 0.13, 0.49], [-1.15, -0.52, -1.61], [-0.85, -1.77, 0.75], [-1.34, -0.58, -0.04], [-0.28, 2.17, 0.60], [0.15, 0.83, 1.01], [3.78, -0.84, 0.42], [1.69, 1.49, -1.49], [4.00, 0.56, -1.50], [1.77, -1.05, 1.97], [-2.36, 0.25, 1.49], [-2.78, 1.08, -0.11], [-3.50, -0.43, 0.42], [-2.11, -0.19, -2.06], [-0.99, -1.55, -2.02], [-0.40, 0.27, -1.91], [-0.89, -1.72, 1.83], [-1.33, -2.54, 0.09], [0.32, -1.98, 0.50], [0.18, 2.59, -0.18], [-0.36, 2.73, 1.40]],
  "mulliken_charge": [-0.663, -0.702, -0.527, 0.586, -1.642, -1.017, -1.189, 1.240, -0.364, -0.400, -0.189, 0.419, 0.557, 0.477, 0.461, 0.364, 0.377, 0.373, 0.282, 0.171, 0.357, 0.370, 0.283, 0.194, 0.181],
  "relative_energy_kcal_mol": 124.1,
  "total_energy_ha": -820.74048,
  "spin_multiplicity": 1,
  "homo_ev": [-6.924, -6.936]
}



{
  "formula": "C23H46FN5O4S",
  "method": "ωB97M-V/def2-TZVPD",
  "elements": ["C", "C", "F", "C", "C", "C", "C", "C", "N", "N", "N", "C", "O", "C", "C", "N", "S", "N", "C", "H", "H", "H", "H", "H", "H", "H", "H", "H", "H", "H", "H", "H", "H", "H", "H", "C", "C", "O", "C", "C", "H", "H", "H", "H", "H", "H", "H", "H", "H", "H", "C", "C", "O", "C", "C", "H", "H", "H", "H", "H", "H", "H", "H", "H", "H", "C", "C", "O", "C", "C", "H", "H", "H", "H", "H", "H", "H", "H", "H", "H"],
  "coordinates": [[-2.84, -3.99, -1.62], [-1.65, -3.27, -2.49], [-0.34, -3.52, -1.93], [-1.98, -1.70, -2.70], [-0.95, -0.71, -2.01], [-1.09, -0.14, -0.55], [-2.35, -0.58, 0.32], [-2.00, -1.15, 1.79], [-2.72, -2.46, 2.07], [-2.48, -0.22, 2.88], [-0.56, -1.40, 2.03], [0.03, 0.88, -0.06], [-0.11, 1.42, 1.28], [1.24, 1.35, -0.89], [1.42, 0.79, -2.34], [2.53, 1.15, -3.20], [2.11, 0.23, -4.61], [0.64, -0.60, -4.22], [0.32, -0.22, -2.85], [-3.37, -4.79, -2.27], [-3.66, -3.24, -1.33], [-2.41, -4.55, -0.72], [-1.73, -3.76, -3.53], [-3.07, -1.48, -2.41], [-1.92, -1.50, -3.84], [-2.93, -1.42, -0.23], [-3.08, 0.33, 0.35], [-3.66, -2.44, 1.65], [-2.16, -3.26, 1.73], [-1.66, 0.34, 3.18], [-3.16, 0.45, 2.50], [-0.17, -2.14, 1.43], [-0.51, -1.70, 3.03], [0.79, 1.72, 1.58], [1.96, 2.12, -0.42], [8.39, 3.70, -1.00], [7.73, 2.38, -0.62], [6.33, 2.48, -0.43], [5.56, 2.92, -1.55], [5.69, 2.02, -2.76], [8.19, 4.45, -0.23], [9.47, 3.57, -1.10], [8.01, 4.09, -1.94], [8.15, 2.03, 0.32], [7.96, 1.61, -1.36], [5.82, 3.96, -1.80], [4.52, 2.93, -1.23], [6.72, 1.97, -3.13], [5.06, 2.38, -3.58], [5.39, 1.00, -2.51], [2.51, 2.67, 5.51], [1.74, 1.37, 5.68], [1.97, 0.43, 4.64], [3.31, 0.00, 4.45], [3.90, -0.69, 5.68], [2.25, 3.14, 4.55], [2.27, 3.36, 6.32], [3.59, 2.51, 5.51], [0.67, 1.58, 5.68], [1.96, 0.91, 6.65], [3.93, 0.84, 4.13], [3.29, -0.71, 3.62], [3.94, -0.02, 6.54], [4.91, -1.03, 5.47], [3.29, -1.55, 5.96], [-6.57, 0.09, -1.15], [-5.87, -0.35, -2.43], [-5.99, -1.74, -2.69], [-7.32, -2.24, -2.85], [-8.08, -1.60, -4.00], [-6.18, -0.46, -0.29], [-6.41, 1.16, -0.98], [-7.64, -0.08, -1.19], [-4.80, -0.14, -2.34], [-6.22, 0.23, -3.29], [-7.87, -2.15, -1.91], [-7.22, -3.31, -3.05], [-8.21, -0.52, -3.85], [-9.07, -2.04, -4.10], [-7.53, -1.73, -4.94]],
  "mulliken_charge": [-0.727, 0.487, -0.363, -0.219, 0.399, -0.133, 0.162, 0.552, -0.621, -0.721, -0.552, 0.672, -0.448, -0.880, 0.303, -0.333, 0.116, -0.560, 0.501, 0.310, 0.030, 0.225, 0.254, -0.749, 0.519, -0.560, 0.300, 0.231, 0.275, 0.254, 0.311, 0.271, 0.278, 0.273, 0.186, -1.015, -0.324, -0.411, -0.139, -0.977, 0.283, 0.384, 0.268, 0.328, 0.299, 0.254, 0.102, 0.373, 0.335, 0.243, -1.026, -0.334, -0.410, -0.284, -1.085, 0.242, 0.392, 0.268, 0.349, 0.298, 0.299, 0.323, 0.266, 0.389, 0.294, -1.209, -0.121, -0.344, -0.368, -1.045, 0.265, 0.394, 0.358, 0.210, 0.258, 0.308, 0.316, 0.271, 0.386, 0.294],
  "total_energy_ha": -1976.48263,
  "spin_multiplicity": 1,
  "homo_ev": -8.158
}



{
  "formula": "C24H60BF4N3O6",
  "method": "ωB97M-V/def2-TZVPD",
  "elements": ["C", "C", "C", "N", "C", "C", "C", "C", "C", "H", "H", "H", "H", "H", "H", "H", "H", "H", "H", "H", "H", "H", "H", "H", "H", "H", "H", "B", "F", "F", "F", "F", "C", "C", "N", "H", "H", "H", "C", "C", "N", "H", "H", "H", "C", "C", "O", "H", "H", "H", "H", "H", "H", "C", "C", "O", "H", "H", "H", "H", "H", "H", "C", "C", "O", "H", "H", "H", "H", "H", "H", "C", "C", "O", "H", "H", "H", "H", "H", "H", "C", "C", "O", "H", "H", "H", "H", "H", "H", "C", "C", "O", "H", "H", "H", "H", "H", "H"],
  "coordinates": [[1.35, 7.37, 0.78], [1.87, 5.94, 0.68], [0.84, 4.99, -0.06], [1.30, 3.64, -0.48], [1.55, 2.95, 0.82], [2.42, 3.62, -1.49], [2.26, 2.31, -2.30], [0.79, 2.08, -2.20], [0.17, 3.04, -1.16], [2.18, 7.78, 1.43], [0.32, 7.14, 1.43], [1.45, 7.81, -0.28], [2.23, 5.48, 1.63], [2.83, 6.08, 0.05], [0.31, 5.65, -0.65], [0.05, 4.80, 0.66], [1.86, 1.99, 0.81], [0.53, 3.02, 1.35], [2.37, 3.59, 1.31], [3.43, 3.70, -1.31], [2.30, 4.42, -2.01], [2.89, 1.58, -1.91], [2.48, 2.38, -3.33], [0.72, 1.20, -1.53], [0.16, 2.08, -3.12], [-0.51, 2.71, -0.28], [-0.48, 3.69, -1.77], [-0.90, -0.71, 0.40], [0.49, -0.52, 0.12], [-1.71, 0.19, -0.31], [-1.26, -1.99, -0.06], [-1.00, -0.63, 1.76], [-0.70, 2.40, 4.12], [0.64, 3.01, 4.00], [1.67, 3.58, 4.04], [-0.99, 1.82, 5.07], [-1.42, 3.10, 3.89], [-0.72, 1.61, 3.35], [2.28, -3.16, -1.54], [2.00, -4.60, -2.02], [1.78, -5.68, -2.26], [3.11, -3.16, -0.76], [2.75, -2.60, -2.25], [1.38, -2.70, -1.31], [4.84, 0.91, 0.88], [4.17, -0.28, 0.38], [4.42, -0.48, -1.02], [4.33, 1.72, 0.42], [5.73, 0.81, 0.54], [4.67, 1.02, 2.09], [2.99, -0.22, 0.65], [4.55, -1.25, 0.82], [4.72, -1.22, -0.94], [-5.40, -2.59, 1.86], [-3.94, -2.08, 1.74], [-3.56, -0.84, 2.29], [-6.04, -1.72, 1.50], [-5.46, -3.06, 2.80], [-5.60, -3.54, 1.29], [-3.55, -2.12, 0.62], [-3.27, -3.03, 2.20], [-2.73, -0.67, 2.00], [2.45, -0.23, 3.62], [1.49, -1.44, 3.37], [1.93, -1.95, 2.15], [2.40, 0.14, 4.60], [2.07, 0.54, 3.03], [3.44, -0.28, 3.09], [0.42, -1.24, 3.33], [1.68, -2.18, 4.18], [1.43, -1.35, 1.45], [-1.43, -5.51, 0.53], [-0.21, -4.91, 1.13], [-0.61, -3.93, 2.15], [-2.10, -4.80, 0.03], [-1.87, -5.93, 1.37], [-1.14, -6.28, -0.02], [0.45, -4.46, 0.35], [0.24, -5.84, 1.62], [-0.69, -3.00, 1.75], [-4.82, 0.10, -4.21], [-4.39, -0.26, -2.77], [-3.13, 0.33, -2.65], [-4.93, 1.06, -4.35], [-5.73, -0.44, -4.29], [-4.06, -0.34, -4.72], [-4.26, -1.31, -2.51], [-5.10, -0.18, -2.07], [-2.60, -0.06, -1.84], [-2.21, -3.59, -4.38], [-1.44, -2.88, -3.25], [-2.31, -3.07, -2.16], [-3.04, -3.13, -4.67], [-2.38, -4.71, -4.19], [-1.80, -3.52, -5.32], [-1.34, -1.91, -3.36], [-0.57, -3.20, -3.11], [-1.80, -2.65, -1.31]],
  "mulliken_charge": [-1.026, -0.397, -1.069, 0.947, -1.063, -1.416, -0.758, 0.331, -0.790, 0.337, 0.270, 0.300, 0.392, 0.292, 0.579, 0.546, 0.389, -0.069, 0.278, 0.677, 0.849, 0.116, 0.447, -0.615, 0.657, 0.331, 0.316, 0.380, 0.380, -0.392, 0.178, -0.711, -0.274, 0.491, -0.521, 0.317, 0.368, -0.270, -0.247, 0.031, -0.446, 0.285, 0.755, -0.367, -1.271, 0.146, -0.502, -0.016, 0.672, 0.186, -0.225, 0.610, 0.349, -1.274, 0.784, -0.595, 0.306, 0.403, 0.319, -0.242, -0.012, 0.378, -0.371, 0.066, -0.486, 0.518, -0.413, 0.122, -0.027, 0.358, -0.130, -1.343, 0.386, -0.636, 0.231, 0.366, 0.532, -0.273, 0.399, 0.017, -1.663, -0.130, -0.498, 0.455, 0.381, 0.398, 0.199, 0.587, 0.267, -1.730, -0.497, -0.591, 0.499, 0.243, 0.566, 0.432, 0.675, 0.267],
  "relative_energy_kcal_mol": 52.3,
  "total_energy_ha": -1990.16914,
  "spin_multiplicity": 1,
  "homo_ev": -8.791
}



{
  "formula": "Cl2N2O14",
  "method": "ωB97M-V/def2-TZVPD",
  "elements": ["N", "O", "O", "O", "N", "O", "O", "O", "Cl", "O", "O", "O", "O", "Cl", "O", "O", "O", "O"],
  "coordinates": [[4.43, -3.77, -2.11], [5.15, -4.62, -2.68], [4.53, -2.59, -2.30], [3.65, -4.21, -1.25], [-0.87, -1.00, 3.57], [-0.06, -1.04, 4.48], [-1.82, -0.23, 3.59], [-0.53, -1.72, 2.68], [2.17, 3.51, 1.04], [1.39, 4.27, 1.94], [1.66, 2.88, -0.16], [3.35, 4.18, 0.72], [2.53, 2.52, 1.84], [-5.22, 0.40, -2.34], [-4.40, -0.56, -1.56], [-4.03, 0.30, -3.17], [-6.56, -0.03, -2.55], [-5.38, 1.72, -1.75]],
  "mulliken_charge": [0.975, -0.728, -0.621, -0.627, 1.038, -0.700, -0.705, -0.634, 1.590, -0.657, -0.624, -0.691, -0.617, 1.347, -0.622, -0.557, -0.578, -0.589],
  "relative_energy_kcal_mol": 8.9,
  "charge": -4,
  "total_energy_ha": -2082.19718,
  "spin_multiplicity": 1,
  "homo_ev": 2.483
}